Version a
A structure of composition C4H5NOS, computed with ωB97M-V/def2-TZVPD.

- Gap between HOMO and LUMO: 7.986 eV

ORCA input file:
```
! wB97M-V def2-TZVPD RIJCOSX def2/J DEFGRID3
* xyz 0 1
H -3.34940 -0.48394 -0.59771
C 0.93606 1.50858 0.69804
C -0.21210 -1.42827 0.40876
H 0.73119 1.60467 -2.19180
H 1.27713 2.62053 0.63767
C 0.83800 0.90354 -0.77096
S -2.00117 0.17583 -0.53734
H 0.92763 0.92303 1.90662
N -1.50307 -1.06231 0.52034
O 1.55463 -1.65750 -0.76410
H -0.12885 -2.47162 1.03154
C 0.92996 -0.63252 -0.34104
*
```

Results of the natural (NBO) charge analysis, in e, for atoms 1 through 8:
1 H 0.14
2 C -0.40
3 C 0.01
4 H 0.34
5 H 0.22
6 C -0.33
7 S 0.14
8 H 0.28

***

Version b
A cluster of 2 separate species, C4H5NOS in total, computed with ωB97M-V/def2-TZVPD.

- Gap between HOMO and LUMO: 8.168 eV

ORCA input file:
```
! wB97M-V def2-TZVPD RIJCOSX def2/J DEFGRID3
* xyz 0 1
C 2.46589 -0.09991 -0.51731
C -2.27538 -0.29803 0.81672
O 1.19864 1.18930 0.64287
N 2.44747 0.87089 0.21541
H -0.76472 0.20993 0.45383
H -2.70937 1.64085 -0.06699
C 1.11832 -0.63916 -0.62796
C 0.41303 0.19066 0.14214
H -2.75182 -1.28528 1.15094
S -3.23883 0.37403 -0.32262
H 0.77171 -1.53951 -1.01706
H 3.32505 -0.61375 -0.86997
*
```

Results of the natural (NBO) charge analysis, in e, for atoms 1 through 8:
1 C -0.02
2 C -0.47
3 O -0.29
4 N -0.13
5 H 0.22
6 H 0.13
7 C -0.40
8 C 0.09

***

Version c
The molecule C4H5NOS, computed with ωB97M-V/def2-TZVPD.

- Gap between HOMO and LUMO (alpha / beta): 7.988 / 7.990 eV

ORCA input file:
```
! wB97M-V def2-TZVPD RIJCOSX def2/J DEFGRID3
* xyz 0 1
H 2.17757 0.47271 -0.83731
C 0.17649 -0.33638 -0.58272
C 1.61186 -0.01014 -0.05358
H -0.13916 -1.33717 -0.51948
S -0.91796 2.05604 -0.39868
O 2.65579 -0.15915 2.16891
H 0.38334 0.07346 -1.62630
H -2.01775 -1.30256 0.27633
N -0.98403 0.44199 -0.10891
H -3.00193 0.39851 0.42490
C 2.11510 -0.11198 1.11340
C -2.05932 -0.18532 0.14343
*
```

Results of the natural (NBO) charge analysis, in e, for atoms 1 through 8:
1 H 0.28
2 C -0.21
3 C -0.57
4 H 0.20
5 S -0.19
6 O -0.44
7 H 0.25
8 H 0.19

***

Version d
The molecule C4H5NOS, computed with ωB97M-V/def2-TZVPD.

- Gap between HOMO and LUMO: 8.335 eV

ORCA input file:
```
! wB97M-V def2-TZVPD RIJCOSX def2/J DEFGRID3
* xyz 0 1
N -0.20266 0.92035 -0.14509
C 0.32251 -0.34621 0.13900
H 0.44513 1.69075 0.02844
H 2.16316 0.77858 0.72894
H -1.29306 -1.67250 -0.36024
H -1.47851 2.38660 -0.68461
C -1.41540 1.30158 -0.58679
C 1.73039 -0.27664 0.64874
C -0.25854 -1.54073 0.00632
O 2.38772 -1.24702 0.93658
S -2.71398 0.38203 -1.00074
H 0.31325 -2.37681 0.28945
*
```

Results of the natural (NBO) charge analysis, in e, for atoms 1 through 8:
1 N -0.56
2 C -0.01
3 H 0.40
4 H 0.10
5 H 0.24
6 H 0.19
7 C -0.07
8 C 0.41

***

Tell me which of them is the least stable. Sure, it is version a.

***

Version a
The molecule C4H5NOS, computed with ωB97M-V/def2-TZVPD.

- Gap between HOMO and LUMO: 7.459 eV

ORCA input file:
```
! wB97M-V def2-TZVPD RIJCOSX def2/J DEFGRID3
* xyz 0 1
H 1.23266 1.52490 0.01808
N -1.38831 1.24275 -0.00734
S 3.50859 -0.25407 -0.00419
H -1.14087 2.22072 0.00422
H -0.41321 -1.97007 0.01839
C -1.08174 -1.11097 -0.00045
C 1.89317 -0.54124 -0.00415
H 1.60559 -1.59669 -0.01034
C 0.89279 0.47907 -0.00429
H -2.36891 0.98062 -0.00266
C -0.45562 0.26432 -0.00104
O -2.28414 -1.23933 -0.00622
*
```

Results of the natural (NBO) charge analysis, in e, for atoms 1 through 8:
1 H 0.22
2 N -0.77
3 S -0.02
4 H 0.40
5 H 0.14
6 C 0.39
7 C -0.29
8 H 0.19

***

Version b
The molecule C4H5NOS, computed with ωB97M-V/def2-TZVPD.

- Gap between HOMO and LUMO: 7.485 eV

ORCA input file:
```
! wB97M-V def2-TZVPD RIJCOSX def2/J DEFGRID3
* xyz 0 1
C -1.53623 -0.52032 -0.08036
N 0.95689 -0.94270 0.09447
H -0.40726 -2.43498 -0.15008
C 2.54634 0.76638 0.10279
H -2.30197 -1.31421 -0.01633
O 1.25202 0.46478 0.09705
C -0.33929 -1.21399 0.14042
C -2.08062 0.82841 -0.21589
S 3.92403 -0.28280 -0.17740
H 2.64268 1.80561 0.59704
H -3.16690 1.12539 -0.41492
H -1.48971 1.71842 0.02319
*
```

Results of the natural (NBO) charge analysis, in e, for atoms 1 through 8:
1 C -0.31
2 N -0.08
3 H 0.23
4 C 0.10
5 H 0.22
6 O -0.39
7 C 0.01
8 C -0.28

***

Version c
The molecule C4H5NOS, computed with ωB97M-V/def2-TZVPD.

- Gap between HOMO and LUMO: 9.099 eV

ORCA input file:
```
! wB97M-V def2-TZVPD RIJCOSX def2/J DEFGRID3
* xyz 0 1
C -1.56873 0.31688 -0.77908
H -1.01756 1.78053 0.72121
H -0.32436 -1.16485 1.71761
H -1.41486 2.55016 -0.92393
C -0.10461 0.59958 -0.92051
H -2.33415 0.14877 -1.53482
C 0.57822 -0.24972 0.06226
C -1.09850 1.66195 -0.35756
O -1.74032 -0.66143 0.28317
H 0.51795 0.88246 -1.78324
N -0.40332 -0.96500 0.70744
S 2.15503 -0.38268 0.40969
*
```

Results of the natural (NBO) charge analysis, in e, for atoms 1 through 8:
1 C 0.07
2 H 0.23
3 H 0.41
4 H 0.24
5 C -0.33
6 H 0.22
7 C 0.06
8 C -0.42

***

Tell me which of them is the least stable. Sure, it is version b.

***

Version a
The molecule C4H5NOS, computed with ωB97M-V/def2-TZVPD.

- Gap between HOMO and LUMO: 8.280 eV

ORCA input file:
```
! wB97M-V def2-TZVPD RIJCOSX def2/J DEFGRID3
* xyz 0 1
S 0.46434 1.91515 2.84561
H -1.60212 -0.96938 -0.79687
H -2.01784 0.97127 -1.35321
C 0.51154 0.80733 1.59766
C 0.75559 -0.74906 -0.15248
H -0.97955 -0.34401 -2.30226
C 1.09190 -0.52459 1.19714
H 2.11782 -1.10546 1.50931
N 0.04470 0.34328 -0.67828
H 1.01389 -1.46407 -0.95071
C -1.21508 0.00615 -1.27050
O -0.18519 1.11338 0.35458
*
```

Results of the natural (NBO) charge analysis, in e, for atoms 1 through 8:
1 S -0.07
2 H 0.20
3 H 0.26
4 C 0.14
5 C 0.02
6 H 0.21
7 C -0.37
8 H 0.27

***

Version b
The molecule C4H5NOS, computed with ωB97M-V/def2-TZVPD.

- Gap between HOMO and LUMO (alpha / beta): 8.737 / 8.737 eV

ORCA input file:
```
! wB97M-V def2-TZVPD RIJCOSX def2/J DEFGRID3
* xyz 0 1
N -2.42329 -1.38824 -0.70301
O -2.39156 -1.64544 -2.25568
H 1.91341 0.65808 2.24933
H 0.30772 -0.62955 -2.61919
C -0.08500 -0.61171 -1.58564
H 0.41790 1.27420 2.95906
S -0.15356 -0.11104 1.09096
H 1.53326 0.38944 -0.47361
H 0.85318 2.04487 1.36833
C 0.53150 0.00900 -0.56995
C -1.45847 -1.04858 -1.41752
C 0.95493 1.05895 1.95693
*
```

Results of the natural (NBO) charge analysis, in e, for atoms 1 through 8:
1 N -0.13
2 O -0.43
3 H 0.23
4 H 0.25
5 C -0.36
6 H 0.25
7 S 0.27
8 H 0.23

***

Tell me which of them is the least stable. Sure, it is version b.

***

Version a
The molecule C3H6OS2, computed with ωB97M-V/def2-TZVPD.

- Gap between HOMO and LUMO: 9.640 eV

ORCA input file:
```
! wB97M-V def2-TZVPD RIJCOSX def2/J DEFGRID3
* xyz 0 1
H 0.60766 1.35193 1.10250
H -2.45919 -0.78549 0.88748
C 0.79226 -0.03355 -0.61323
H 0.11711 -1.06965 1.17981
H 2.35549 -1.76441 -0.62568
O -0.70505 1.86426 -0.39298
C 0.05257 0.92444 0.26170
H 0.59570 -0.02668 -1.70610
C -0.27303 -0.53842 0.29330
S -1.86418 -1.17215 -0.27421
S 2.45863 -0.56113 -0.10585
H -1.67797 1.81086 -0.00675
*
```

Results of the natural (NBO) charge analysis, in e, for atoms 1 through 8:
1 H 0.18
2 H 0.12
3 C -0.37
4 H 0.24
5 H 0.12
6 O -0.69
7 C 0.08
8 H 0.25

***

Version b
A cluster of 2 separate species, C3H6OS2 in total, computed with ωB97M-V/def2-TZVPD.

- Gap between HOMO and LUMO: 4.832 eV

ORCA input file:
```
! wB97M-V def2-TZVPD RIJCOSX def2/J DEFGRID3
* xyz 0 1
H 1.89948 0.92567 -0.50140
H -4.01173 0.08602 -1.63318
O -1.12960 0.81405 0.77054
C -0.30714 0.56875 -0.12262
H -0.32335 1.01181 -1.08784
S -4.25618 0.41938 -0.39467
S -3.34837 -0.79612 0.87341
C 0.57604 -0.86616 -0.35990
H 0.46929 -1.66216 0.30601
C 1.25746 0.28844 0.11571
H 0.59033 -1.11164 -1.50470
H 1.62836 0.38415 1.16784
*
```

Results of the natural (NBO) charge analysis, in e, for atoms 1 through 8:
1 H 0.22
2 H 0.10
3 O -0.47
4 C 0.19
5 H 0.13
6 S -0.01
7 S -0.07
8 C -0.37

***

Tell me which of them is the least stable. Sure, it is version b.

***

Version a
A cluster of 2 separate species, C3H6OS2 in total, computed with ωB97M-V/def2-TZVPD.

- Gap between HOMO and LUMO: 4.705 eV

ORCA input file:
```
! wB97M-V def2-TZVPD RIJCOSX def2/J DEFGRID3
* xyz 0 1
C 0.07047 1.05317 0.02583
H 1.02167 1.51350 0.02136
H -0.40870 0.98884 -1.00652
S -2.11865 0.25276 -1.82637
C 0.19123 -0.46260 0.40006
C 1.47560 -1.16042 0.08050
O 1.98701 -2.07521 0.71516
H 1.84980 -0.89027 -0.85989
H 0.11282 -0.64056 1.50326
H -2.46453 0.44590 -0.50672
H -0.72074 -1.01259 0.09729
S -0.99597 1.98748 1.35604
*
```

Results of the natural (NBO) charge analysis, in e, for atoms 1 through 8:
1 C -0.51
2 H 0.24
3 H 0.23
4 S -0.17
5 C -0.57
6 C 0.44
7 O -0.49
8 H 0.10

***

Version b
A cluster of 2 separate species, C3H6OS2 in total, computed with ωB97M-V/def2-TZVPD.

- Gap between HOMO and LUMO: 8.418 eV

ORCA input file:
```
! wB97M-V def2-TZVPD RIJCOSX def2/J DEFGRID3
* xyz 0 1
C 0.68248 0.46218 0.71656
H -0.89567 0.72115 2.54075
H -0.17043 -2.49965 -2.01989
H -1.21411 0.87620 0.00272
C -0.13510 1.13791 -0.04490
S 1.84065 -1.14569 -2.17065
H 0.21196 1.84290 -0.87051
H -0.44633 -0.95258 -2.63241
H 1.72732 0.37118 0.76768
O -1.23737 -1.25920 1.18055
C 0.25587 -1.55107 -2.22885
S -0.25397 -0.51229 1.96308
*
```

Results of the natural (NBO) charge analysis, in e, for atoms 1 through 8:
1 C -0.42
2 H 0.00
3 H 0.19
4 H 0.22
5 C -0.35
6 S 0.04
7 H 0.22
8 H 0.16

***

Tell me which of them is the least stable. Sure, it is version a.

***

Version a
The molecule C3H6OS2, computed with ωB97M-V/def2-TZVPD.

- Gap between HOMO and LUMO: 7.729 eV

ORCA input file:
```
! wB97M-V def2-TZVPD RIJCOSX def2/J DEFGRID3
* xyz 0 1
C 0.15212 -1.13266 -0.03094
S 2.54899 0.02346 -0.19833
S -0.21905 1.57049 0.01790
H -0.57577 1.74955 1.29315
C 0.99989 -0.03244 0.59638
H 3.15557 0.73016 0.75808
C -1.53673 0.32975 -0.42128
O -1.22191 -0.84668 0.19432
H -2.50784 0.68573 -0.08386
H 0.32018 -1.29729 -1.10922
H -1.48648 0.27888 -1.51905
H 0.37102 -2.05895 0.50286
*
```

Results of the natural (NBO) charge analysis, in e, for atoms 1 through 8:
1 C -0.18
2 S 0.00
3 S 0.29
4 H 0.15
5 C -0.50
6 H 0.12
7 C -0.15
8 O -0.50

***

Version b
A cluster of 2 separate species, C3H6OS2 in total, computed with ωB97M-V/def2-TZVPD.

- Gap between HOMO and LUMO: 3.410 eV

ORCA input file:
```
! wB97M-V def2-TZVPD RIJCOSX def2/J DEFGRID3
* xyz 0 1
S 2.01407 -1.88045 0.24991
C -0.55826 0.34335 0.88184
H 1.35405 -2.94981 2.47209
C -0.58396 1.54594 -1.36599
H 0.90893 0.15054 -0.64469
S 1.05168 -3.28979 1.20267
H -0.58130 -0.69650 1.18777
H -1.27299 2.28547 -0.88355
O 0.20944 1.92985 -2.33094
H -1.34158 0.86444 -1.84244
C -0.00008 0.63642 -0.30373
H -1.20001 1.06053 1.37706
*
```

Results of the natural (NBO) charge analysis, in e, for atoms 1 through 8:
1 S -0.04
2 C -0.42
3 H 0.12
4 C -0.11
5 H 0.22
6 S 0.08
7 H 0.21
8 H 0.18

***

Tell me which of them is the least stable. Sure, it is version b.

***

Version a
A cluster of 2 separate species, C2H4NO2 in total, computed with ωB97M-V/def2-TZVPD.

- Gap between HOMO and LUMO: 9.685 eV

ORCA input file:
```
! wB97M-V def2-TZVPD RIJCOSX def2/J DEFGRID3
* xyz 1 1
C 0.95325 -0.09265 0.86745
O 0.13180 -0.33962 0.01679
N -0.88522 -1.29829 0.05856
O 2.88421 1.61827 -0.12294
H 1.13917 -0.65624 1.83933
H -1.31695 -1.57542 -0.83653
H -0.90148 -2.06509 0.80223
C 2.45903 1.39537 0.92225
H 2.56449 1.65837 1.97415
*
```

Results of the natural (NBO) charge analysis, in e, for atoms 1 through 8:
1 C 0.26
2 O -0.20
3 N -0.51
4 O -0.32
5 H 0.17
6 H 0.43
7 H 0.41
8 C 0.54

***

Version b
The ion C2H4NO2 with charge +1, computed with ωB97M-V/def2-TZVPD.

- Gap between HOMO and LUMO: 11.200 eV

ORCA input file:
```
! wB97M-V def2-TZVPD RIJCOSX def2/J DEFGRID3
* xyz 1 1
C 0.48929 -0.08296 0.40440
N -0.52861 -0.90704 -0.55820
O 0.83238 1.11525 -0.41322
O -0.18170 2.12982 1.45785
H -0.37954 -0.27437 -1.35315
C 0.18682 1.32864 0.71608
H -0.15291 -1.89481 -0.86988
H 1.34203 -0.50799 0.87601
H -1.60776 -0.90654 -0.25989
*
```

Results of the natural (NBO) charge analysis, in e, for atoms 1 through 8:
1 C 0.09
2 N -0.76
3 O -0.41
4 O -0.39
5 H 0.46
6 C 0.77
7 H 0.48
8 H 0.26

***

Tell me which of them is the least stable. Sure, it is version a.